# C19H23NO3

A single C19H23NO3 molecule (the ωB97M-V functional and the def2-TZVPD basis, the OMol25 dataset).

Results
energy relative to the best compared isomer or geometry (same formula, charge and spin): 21.5 kcal per mole
HOMO-LUMO gap: 9.11 eV
SMILES: COc1cc(OC)cc(C(=O)N[C@@H](C)CCc2ccccc2)c1
net charge: 0

Each line ends with the Löwdin charge.
Element x y z (Å)
O1 -3.30 -0.03 3.37  -0.080
O2 -0.07 -1.54 -1.41  0.083
O3 0.77 -2.49 3.49  -0.073
N1 -0.89 0.56 -1.22  0.106
C1 -0.57 -0.66 -0.73  -0.457
C2 3.92 -1.03 -1.89  -0.088
C3 -2.22 -0.49 2.68  -0.260
C4 -0.57 0.96 -2.57  -0.368
C5 0.59 -2.74 4.87  -0.086
C6 1.33 2.38 -1.61  -0.149
C7 0.03 -1.58 1.47  0.052
C8 0.15 2.31 -2.59  -0.154
C9 2.24 1.19 -1.70  -0.243
C10 -4.29 0.69 2.68  -0.089
C11 -2.00 -0.29 1.32  0.017
C12 -1.84 1.00 -3.43  -0.043
C13 -0.86 -0.84 0.73  -0.126
C14 2.90 0.90 -2.89  -0.046
C15 -1.30 -1.22 3.44  0.061
C16 -0.18 -1.77 2.84  -0.255
C17 3.28 -0.74 -0.70  -0.079
C18 2.45 0.36 -0.61  -0.053
C19 3.73 -0.21 -2.99  -0.081
H1 -2.33 0.03 -3.42  0.080
H2 1.89 3.29 -1.81  0.119
H3 -2.72 0.25 0.72  0.103
H4 -1.28 1.26 -0.61  0.140
H5 0.89 -2.02 1.00  0.124
H6 -5.05 0.94 3.42  0.093
H7 -2.54 1.75 -3.04  0.076
H8 1.45 -3.34 5.17  0.093
H9 0.09 0.17 -2.96  0.142
H10 0.58 -1.81 5.45  0.096
H11 -1.60 1.26 -4.45  0.078
H12 4.56 -1.90 -1.97  0.100
H13 3.42 -1.38 0.16  0.103
H14 4.23 -0.43 -3.92  0.101
H15 -0.56 3.10 -2.35  0.115
H16 1.95 0.58 0.33  0.111
H17 -0.33 -3.30 5.06  0.097
H18 -1.52 -1.34 4.49  0.116
H19 0.94 2.44 -0.58  0.107
H20 -3.89 1.62 2.25  0.095
H21 -4.74 0.09 1.88  0.097
H22 0.51 2.48 -3.61  0.113
H23 2.76 1.54 -3.75  0.113

---

# C19H24BCl4N3O

2 unconnected molecules or ions with the total composition C19H24BCl4N3O at a distorted geometry (the ωB97M-V functional and the def2-TZVPD basis, the OMol25 dataset).

Results
HOMO-LUMO gap: 6.81 eV
net charge: 0

Each line ends with the Löwdin charge.
Element x y z (Å)
Cl1 3.35 1.50 0.81  0.560
Cl2 1.70 1.76 3.35  0.520
Cl3 -5.85 3.42 1.91  0.716
Cl4 1.91 4.19 1.47  0.506
O1 0.66 1.96 0.78  -0.090
N1 -1.43 -0.81 -1.77  -0.147
N2 0.56 0.15 -2.49  -0.136
N3 0.38 -0.49 -0.26  0.050
C1 -1.73 -1.44 -3.06  -0.057
C2 3.56 -2.06 2.50  -0.080
C3 -1.63 1.87 1.43  -0.146
C4 -0.15 -0.40 -1.46  -0.366
C5 3.82 -3.32 0.46  -0.090
C6 -3.22 3.71 1.29  -0.075
C7 1.77 -2.11 0.88  -0.221
C8 4.31 -2.93 1.71  -0.094
C9 0.36 -1.75 0.44  -0.201
C10 2.56 -2.89 0.04  -0.057
C11 -3.95 1.50 2.04  -0.080
C12 -2.64 1.05 1.95  -0.027
C13 -4.24 2.84 1.74  -0.654
C14 -0.07 0.95 -3.53  -0.056
C15 1.99 0.36 -2.31  -0.049
C16 -0.30 1.30 1.29  -0.116
C17 -1.93 3.24 1.11  0.045
C18 2.30 -1.64 2.08  -0.066
C19 -2.39 -1.15 -0.73  -0.047
B1 1.89 2.33 1.56  -1.843
H1 1.75 -0.92 2.68  0.069
H2 -0.90 -1.32 -3.76  0.080
H3 -1.15 1.06 -3.34  0.089
H4 2.51 0.06 -3.22  0.091
H5 3.96 -1.69 3.45  0.110
H6 -2.24 -0.51 0.14  0.054
H7 -2.30 -2.21 -0.44  0.093
H8 2.32 -0.25 -1.46  0.065
H9 -1.91 -2.52 -2.91  0.095
H10 -2.37 0.04 2.27  0.128
H11 0.08 0.48 -4.51  0.087
H12 5.30 -3.27 2.05  0.102
H13 -1.15 3.90 0.75  0.117
H14 2.16 -3.18 -0.94  0.111
H15 -0.10 0.38 1.83  0.097
H16 -2.64 -0.96 -3.45  0.094
H17 -3.38 -0.97 -1.16  0.095
H18 2.19 1.41 -2.07  0.083
H19 -3.47 4.75 1.11  0.112
H20 4.42 -3.97 -0.20  0.102
H21 -0.29 -1.67 1.32  0.104
H22 0.39 1.94 -3.55  0.092
H23 -0.02 -2.58 -0.19  0.117
H24 -4.75 0.84 2.37  0.112

---

# C19H24ClIN3O4RuS6

A molecular structure, C19H24ClIN3O4RuS6 at a distorted geometry (the ωB97M-V functional and the def2-TZVPD basis, the OMol25 dataset).

Results
energy relative to the best compared isomer or geometry (same formula, charge and spin): 43.0 kcal per mole
HOMO-LUMO gap (alpha / beta): 7.43 / 6.92 eV
spin multiplicity: 2
net charge: 0

Each line ends with the Mulliken spin population.
Element x y z (Å)
I1 3.40 0.17 -3.21  0.000
Ru1 -0.71 -0.61 0.06  0.844
Cl1 0.46 -3.63 -6.17  0.000
S1 0.01 -2.26 1.53  0.009
S2 1.49 0.30 1.17  0.028
S3 -1.20 2.23 1.77  0.014
S4 -1.95 -2.15 2.13  -0.004
S5 -2.62 0.43 -1.31  0.084
S6 0.09 2.21 -1.26  0.034
O1 -1.97 -0.62 1.98  -0.009
O2 -2.80 -2.75 1.12  -0.001
O3 0.83 -0.53 -1.20  -0.016
O4 -2.17 -2.61 3.47  0.000
N1 -1.14 -2.10 -1.50  0.020
N2 -4.29 -0.14 0.71  0.000
N3 -5.16 -0.28 -1.41  0.006
C1 1.77 -1.10 -3.34  0.004
C2 -2.44 -3.65 -2.76  0.000
C3 -5.50 -0.69 1.30  0.000
C4 -2.19 -2.88 -1.61  -0.001
C5 -1.05 3.51 -0.78  -0.002
C6 -6.49 -0.67 -0.96  0.000
C7 -4.12 -0.04 -0.60  -0.017
C8 1.65 -1.87 -4.52  -0.002
C9 1.57 2.75 -0.40  -0.002
C10 0.59 -2.70 -4.70  0.002
C11 0.35 2.40 2.68  -0.002
C12 -0.25 -2.07 -2.54  -0.016
C13 2.34 1.62 0.28  0.004
C14 -1.57 -3.63 -3.81  -0.001
C15 1.13 1.09 2.74  0.000
C16 -6.69 -0.22 0.48  0.000
C17 0.83 -1.19 -2.33  0.012
C18 -1.25 3.71 0.74  0.002
C19 -0.42 -2.82 -3.71  0.000
H1 3.07 2.03 0.99  0.002
H2 2.40 -1.79 -5.28  0.000
H3 -5.55 -0.34 2.33  0.000
H4 -1.74 -4.21 -4.70  0.000
H5 2.07 1.27 3.26  0.002
H6 0.58 0.32 3.29  0.002
H7 0.95 3.19 2.22  0.000
H8 -7.62 -0.64 0.87  0.000
H9 -0.51 4.41 1.13  0.000
H10 -3.45 -0.05 1.29  -0.003
H11 -6.76 0.86 0.52  0.000
H12 -6.59 -1.76 -1.03  0.000
H13 -2.86 -2.90 -0.77  0.000
H14 0.13 2.71 3.70  0.001
H15 -0.76 4.46 -1.23  0.002
H16 2.89 1.07 -0.48  -0.002
H17 1.27 3.50 0.33  0.000
H18 -3.34 -4.26 -2.79  0.000
H19 -2.22 4.17 0.90  0.000
H20 2.24 3.24 -1.11  0.003
H21 -1.99 3.20 -1.24  0.001
H22 -7.22 -0.22 -1.62  0.000
H23 -4.96 -0.20 -2.39  0.000
H24 -5.43 -1.78 1.32  0.000

---

# C19H24CrN3O6

A molecular structure, C19H24CrN3O6 (the ωB97M-V functional and the def2-TZVPD basis, the OMol25 dataset).

Results
HOMO-LUMO gap (alpha / beta): 8.55 / 8.31 eV
spin multiplicity: 4
net charge: +2

Each line ends with the Mulliken spin population.
Element x y z (Å)
Cr1 -0.10 -0.16 0.60  3.024
O1 1.64 0.09 1.34  0.005
O2 0.60 0.16 -1.21  -0.002
O3 -0.93 -0.83 2.39  -0.005
O4 -1.74 -1.31 -0.24  -0.029
O5 -2.32 -3.39 -0.83  0.004
O6 3.71 -0.80 1.41  0.010
N1 -0.52 1.91 1.03  -0.058
N2 0.61 -1.99 0.43  -0.050
N3 1.50 0.36 -3.24  0.016
C1 1.87 -2.18 0.79  0.019
C2 -2.45 0.82 3.47  0.000
C3 -0.99 2.50 2.15  0.019
C4 -1.49 -2.51 -0.36  -0.006
C5 1.39 0.41 -4.70  -0.002
C6 -2.31 -0.50 2.70  0.001
C7 -0.15 -3.01 0.01  0.020
C8 2.45 -3.44 0.75  -0.005
C9 -0.88 4.68 1.12  0.008
C10 -1.21 1.72 3.42  -0.006
C11 2.85 0.38 -2.68  -0.002
C12 -0.17 2.71 0.00  0.015
C13 2.53 -0.87 1.23  -0.002
C14 0.44 0.23 -2.47  0.003
C15 1.66 -4.51 0.35  0.010
C16 0.34 -4.30 -0.03  0.002
C17 -0.33 4.08 0.00  -0.006
C18 -0.92 0.19 -3.11  0.007
C19 -1.20 3.87 2.20  -0.002
H1 -1.32 2.45 4.22  0.000
H2 0.72 1.21 -5.02  0.001
H3 -2.73 -1.33 3.27  0.001
H4 -0.42 -0.86 3.20  0.001
H5 2.37 0.61 -5.12  0.000
H6 -1.07 1.04 -3.77  0.000
H7 3.42 1.20 -3.13  0.001
H8 3.49 -3.56 1.04  0.000
H9 -2.67 0.61 4.52  0.000
H10 2.81 0.53 -1.61  0.003
H11 -1.04 5.75 1.16  0.000
H12 -1.03 -0.71 -3.71  0.000
H13 1.02 -0.53 -5.10  0.001
H14 -0.30 -5.11 -0.36  0.000
H15 3.37 -0.55 -2.90  0.000
H16 0.28 2.24 -0.86  0.001
H17 -2.83 -0.45 1.75  0.000
H18 -0.02 4.66 -0.86  0.000
H19 -0.30 1.17 3.63  0.000
H20 2.07 -5.51 0.34  0.000
H21 -1.59 4.31 3.10  0.000
H22 -3.19 -3.01 -1.05  -0.001
H23 -3.31 1.36 3.08  0.001
H24 -1.68 0.20 -2.34  0.000

---

# C19H24IN3O5

3 unconnected molecules or ions with the total composition C19H24IN3O5 (the ωB97M-V functional and the def2-TZVPD basis, the OMol25 dataset).

Results
HOMO-LUMO gap: 9.31 eV
SMILES: CCOCC(=O)O[C@H](I)N(C(C)=O)C(C)=O.c1ccncc1.c1ccncc1
net charge: 0

Each line ends with the Löwdin charge.
Element x y z (Å)
I1 1.76 1.00 1.86  0.978
O1 -1.18 -0.65 2.03  0.086
O2 1.94 -3.09 0.61  0.174
O3 4.17 -1.27 0.33  -0.150
O4 -1.63 2.46 0.70  0.117
O5 0.73 -1.30 0.19  -0.013
N1 -3.64 -1.85 5.83  0.049
N2 -0.67 0.48 0.07  0.005
N3 -1.29 1.95 -4.59  0.046
C1 -3.02 -0.08 0.62  0.021
C2 0.71 0.10 0.17  -0.668
C3 -1.79 -2.78 4.62  -0.067
C4 -0.92 1.89 -0.09  -0.487
C5 -2.72 -1.78 4.87  -0.152
C6 4.98 -0.12 0.13  -0.287
C7 -2.21 2.71 -5.20  -0.151
C8 -0.35 2.53 -1.32  0.020
C9 -1.82 -3.92 5.41  -0.082
C10 -0.88 2.95 -7.16  -0.077
C11 3.11 -1.42 -0.59  -0.136
C12 -0.17 1.70 -5.27  -0.156
C13 5.71 0.22 1.42  -0.073
C14 -2.78 -4.01 6.41  -0.083
C15 -3.66 -2.95 6.58  -0.167
C16 -2.05 3.22 -6.48  -0.070
C17 1.91 -1.99 0.16  -0.439
C18 -1.57 -0.13 1.02  -0.442
C19 0.08 2.17 -6.55  -0.072
H1 0.51 2.00 -1.71  0.069
H2 -4.42 -2.98 7.35  0.099
H3 5.71 -0.32 -0.66  0.119
H4 -2.83 3.83 -6.92  0.103
H5 -2.72 -0.88 4.27  0.093
H6 1.23 0.47 -0.71  0.072
H7 5.57 -0.56 2.17  0.082
H8 2.90 -0.50 -1.13  0.109
H9 0.56 1.08 -4.75  0.101
H10 3.38 -2.18 -1.33  0.144
H11 1.01 1.93 -7.04  0.102
H12 -0.06 3.55 -1.07  0.098
H13 -3.38 -1.11 0.51  0.098
H14 -2.84 -4.87 7.05  0.097
H15 -3.16 0.45 -0.32  0.083
H16 5.37 1.17 1.85  0.059
H17 -0.72 3.33 -8.16  0.107
H18 -1.07 -2.67 3.82  0.095
H19 -3.11 2.90 -4.63  0.105
H20 4.37 0.74 -0.19  0.091
H21 -3.58 0.41 1.42  0.098
H22 -1.12 2.58 -2.09  0.076
H23 -1.12 -4.72 5.25  0.104
H24 6.79 0.32 1.25  0.071

---

# C19H24N2O4S2

A single C19H24N2O4S2 molecule (the ωB97M-V functional and the def2-TZVPD basis, the OMol25 dataset).

Results
energy relative to the best compared isomer or geometry (same formula, charge and spin): 7.7 kcal per mole
HOMO-LUMO gap: 9.31 eV
SMILES: COc1cccc(NC(=O)[C@H]2CC[C@H](CNS(=O)(=O)c3cccs3)CC2)c1
net charge: 0

Each line ends with the Löwdin charge.
Element x y z (Å)
S1 -4.74 -1.78 -1.58  1.047
S2 -5.44 0.78 -0.15  0.594
O1 6.33 -0.89 -1.34  -0.081
O2 -6.69 0.81 -0.86  -0.295
O3 0.43 -2.26 1.82  0.074
O4 -5.38 1.29 1.18  -0.276
N1 2.38 -1.42 1.18  0.143
N2 -4.32 1.53 -1.14  -0.131
C1 5.35 -0.25 -0.65  -0.274
C2 1.02 -1.37 1.26  -0.445
C3 -2.28 1.14 0.13  -0.332
C4 5.27 1.13 -0.47  -0.030
C5 3.32 -0.53 0.63  -0.237
C6 -4.13 -3.14 -0.73  -0.381
C7 -1.19 1.77 1.01  -0.145
C8 4.23 1.66 0.27  -0.070
C9 -4.04 -2.92 0.61  -0.169
C10 -4.47 -1.62 0.96  -0.147
C11 3.26 0.84 0.83  -0.039
C12 7.36 -0.12 -1.93  -0.088
C13 -0.78 -0.81 -0.34  -0.131
C14 -0.35 0.67 1.64  -0.137
C15 4.37 -1.07 -0.10  0.059
C16 -1.62 0.30 -0.96  -0.150
C17 -4.86 -0.89 -0.12  -0.629
C18 -3.22 2.19 -0.46  -0.206
C19 0.30 -0.22 0.58  -0.239
H1 0.42 1.11 2.28  0.111
H2 -3.60 2.84 0.34  0.117
H3 -2.89 0.50 0.77  0.114
H4 6.96 0.58 -2.68  0.096
H5 -2.69 2.81 -1.19  0.133
H6 -0.31 -1.40 -1.12  0.127
H7 8.01 -0.83 -2.42  0.093
H8 -0.98 0.94 -1.57  0.126
H9 2.76 -2.30 1.50  0.157
H10 -3.87 -4.03 -1.27  0.067
H11 7.92 0.44 -1.18  0.096
H12 -0.56 2.42 0.40  0.125
H13 -1.42 -1.47 0.25  0.112
H14 6.01 1.80 -0.89  0.101
H15 2.48 1.27 1.44  0.101
H16 -0.98 0.04 2.27  0.129
H17 -4.81 2.11 -1.80  0.109
H18 4.45 -2.13 -0.25  0.128
H19 4.18 2.72 0.43  0.108
H20 1.00 0.37 -0.03  0.131
H21 -4.49 -1.23 1.96  0.121
H22 -3.68 -3.64 1.32  0.109
H23 -2.39 -0.13 -1.61  0.084
H24 -1.65 2.38 1.79  0.121